DFT (ωB97M-V/def2-TZVPD) results for the molecule C6H9FS.

The value obtained for the energy above the lowest of the compared OMol25 structures with the same formula, charge and spin is 53.3 kJ/mol. Its total energy is -732.04647 Eh. The SMILES is F[C@@H]1CC[C@@H]2[C@H](S)[C@@H]21. The strongest force on any atom is 0.53 eV/Å. The calculation puts the LUMO energy at 0.89 eV.

Cartesian coordinates (Å):
F (-0.594, -2.256, 0.096)
C (-0.966, -0.916, 0.233)
C (-0.906, -0.193, -1.116)
C (-0.340, 1.220, -0.829)
C (0.294, 1.144, 0.544)
C (1.367, 0.108, 0.793)
S (2.280, -0.723, -0.518)
C (-0.066, -0.171, 1.185)
H (-1.994, -0.929, 0.628)
H (-1.880, -0.163, -1.585)
H (-0.239, -0.769, -1.762)
H (0.391, 1.543, -1.584)
H (-1.140, 1.956, -0.771)
H (0.355, 2.060, 1.131)
H (1.997, 0.309, 1.653)
H (1.712, -1.935, -0.346)
H (-0.274, -0.286, 2.249)

Force components x, y, z for each atom (eV/Å):
F 0.01 -0.16 0.02
C -0.36 0.29 0.08
C 0.48 0.09 0.04
C 0.10 -0.28 -0.08
C 0.35 0.06 0.39
C -0.16 0.00 0.00
S -0.27 -0.14 0.15
C 0.00 -0.16 0.15
H 0.31 -0.04 -0.04
H -0.21 0.05 -0.13
H -0.07 0.15 0.05
H -0.28 -0.08 0.09
H -0.05 0.06 -0.18
H -0.03 -0.22 -0.11
H -0.07 0.04 -0.10
H 0.18 0.22 -0.07
H 0.09 0.13 -0.26

Need the Mulliken charges? In units of e they are: -0.35, -0.04, -0.79, -0.71, -0.15, -0.36, -0.26, -0.28, 0.34, 0.37, 0.29, 0.30, 0.36, 0.38, 0.40, 0.14, 0.36

---

DFT (ωB97M-V/def2-TZVPD) results for the molecule C4H6N2O.

The value obtained for the energy above the lowest of the compared OMol25 structures with the same formula, charge and spin is 114.3 kJ/mol. Its total energy is -340.75138 Eh. The SMILES is COc1cnc[nH]1. The strongest force on any atom is 0.30 eV/Å. The calculation puts the LUMO energy at 0.88 eV.

Cartesian coordinates (Å):
C (-2.168, -0.105, -0.187)
O (-1.112, -0.501, 0.673)
C (0.105, -0.054, 0.297)
C (0.581, 1.059, -0.339)
N (1.954, 0.977, -0.452)
C (2.290, -0.153, 0.105)
N (1.199, -0.829, 0.579)
H (-2.265, 0.986, -0.228)
H (-3.081, -0.531, 0.230)
H (-2.002, -0.494, -1.199)
H (0.034, 1.914, -0.715)
H (3.295, -0.546, 0.194)
H (1.170, -1.723, 1.043)

Force components x, y, z for each atom (eV/Å):
C -0.25 0.09 -0.14
O 0.15 -0.04 0.04
C 0.21 0.05 -0.07
C -0.25 0.08 -0.03
N 0.02 -0.25 0.12
C 0.12 0.04 -0.02
N -0.09 0.03 -0.01
H 0.02 -0.15 0.03
H 0.12 0.07 -0.07
H -0.02 0.08 0.13
H 0.07 -0.20 0.05
H -0.16 0.08 0.01
H 0.04 0.12 -0.07

Need the Mulliken charges? In units of e they are: -0.74, -0.41, 0.46, -0.22, -0.61, -0.23, -0.05, 0.29, 0.24, 0.34, 0.37, 0.37, 0.19

---

DFT (ωB97M-V/def2-TZVPD) results for the ion C5H8N with charge +1 at a distorted geometry.

As for the spin multiplicity: 3. The value obtained for the energy above the lowest of the compared OMol25 structures with the same formula, charge and spin is 209.9 kJ/mol. Its total energy is -249.61611 Eh. The strongest force on any atom is 3.92 eV/Å. The calculation puts the LUMO energy (spin up / spin down) at -4.64 / -8.99 eV. The charge is +1.

Cartesian coordinates (Å):
C (-0.430, 0.136, 0.824)
C (0.887, 0.219, 0.300)
C (-1.984, 0.832, -0.921)
C (-1.745, 0.300, 0.361)
C (1.383, -1.218, -0.098)
N (1.629, 1.227, 0.213)
H (-0.330, -0.257, 1.850)
H (-1.113, 0.992, -1.554)
H (-2.951, 0.950, -1.445)
H (-2.599, 0.249, 1.097)
H (2.492, -1.276, 0.147)
H (1.308, -1.228, -1.171)
H (0.754, -2.025, 0.426)
H (2.698, 1.098, -0.029)

Force components x, y, z for each atom (eV/Å):
C -2.91 -0.20 2.12
C -0.11 0.16 -0.46
C 0.03 -0.91 0.05
C -0.05 1.82 -0.61
C 1.72 -0.17 1.21
N 2.66 -2.68 -1.07
H -0.04 0.05 -0.36
H -0.15 0.10 0.00
H 0.55 -0.03 0.90
H 1.23 -0.45 -0.89
H -1.39 -0.31 -0.18
H -0.33 -0.29 -0.51
H 0.99 1.50 -0.83
H -2.21 1.41 0.62

Need the Mulliken charges? In units of e they are: -0.56, 0.69, -0.78, 0.07, -0.99, -0.21, 0.41, 0.27, 0.31, 0.33, 0.40, 0.35, 0.36, 0.36

---

Q: Which of these has the highest strongest force on any atom?
A: C5H8N

---

Copy entry 1 word for word.
DFT (ωB97M-V/def2-TZVPD) results for the molecule C6H9FS.

The value obtained for the energy above the lowest of the compared OMol25 structures with the same formula, charge and spin is 53.3 kJ/mol. Its total energy is -732.04647 Eh. The SMILES is F[C@@H]1CC[C@@H]2[C@H](S)[C@@H]21. The strongest force on any atom is 0.53 eV/Å. The calculation puts the LUMO energy at 0.89 eV.

Cartesian coordinates (Å):
F (-0.594, -2.256, 0.096)
C (-0.966, -0.916, 0.233)
C (-0.906, -0.193, -1.116)
C (-0.340, 1.220, -0.829)
C (0.294, 1.144, 0.544)
C (1.367, 0.108, 0.793)
S (2.280, -0.723, -0.518)
C (-0.066, -0.171, 1.185)
H (-1.994, -0.929, 0.628)
H (-1.880, -0.163, -1.585)
H (-0.239, -0.769, -1.762)
H (0.391, 1.543, -1.584)
H (-1.140, 1.956, -0.771)
H (0.355, 2.060, 1.131)
H (1.997, 0.309, 1.653)
H (1.712, -1.935, -0.346)
H (-0.274, -0.286, 2.249)

Force components x, y, z for each atom (eV/Å):
F 0.01 -0.16 0.02
C -0.36 0.29 0.08
C 0.48 0.09 0.04
C 0.10 -0.28 -0.08
C 0.35 0.06 0.39
C -0.16 0.00 0.00
S -0.27 -0.14 0.15
C 0.00 -0.16 0.15
H 0.31 -0.04 -0.04
H -0.21 0.05 -0.13
H -0.07 0.15 0.05
H -0.28 -0.08 0.09
H -0.05 0.06 -0.18
H -0.03 -0.22 -0.11
H -0.07 0.04 -0.10
H 0.18 0.22 -0.07
H 0.09 0.13 -0.26

Need the Mulliken charges? In units of e they are: -0.35, -0.04, -0.79, -0.71, -0.15, -0.36, -0.26, -0.28, 0.34, 0.37, 0.29, 0.30, 0.36, 0.38, 0.40, 0.14, 0.36